1.
{
  "formula": "C30H39N9O6STi",
  "method": "ωB97M-V/def2-TZVPD",
  "elements": ["Ti", "O", "C", "O", "C", "C", "C", "N", "C", "C", "C", "C", "C", "C", "C", "N", "C", "C", "C", "C", "C", "N", "H", "H", "H", "H", "H", "H", "H", "H", "H", "H", "N", "C", "C", "C", "N", "C", "C", "N", "C", "H", "H", "H", "H", "H", "H", "H", "H", "H", "H", "H", "H", "H", "H", "H", "H", "C", "C", "S", "O", "O", "C", "C", "N", "C", "N", "C", "C", "N", "O", "O", "C", "H", "H", "H", "H", "H", "H", "H", "H", "H", "H", "H", "H", "H"],
  "coordinates": [[-0.7638, -0.2413, 0.6948], [4.1366, 3.1933, 3.6529], [4.3360, 2.1439, 3.0226], [5.3286, 1.5206, 2.6085], [2.9834, 1.4292, 2.6012], [3.0310, 0.1399, 2.0709], [1.8540, -0.4122, 1.5866], [0.7462, 0.3911, 1.5532], [0.6054, 1.4448, 2.4115], [1.7475, 2.0412, 2.8866], [-0.7818, 1.4785, 2.9118], [-1.2326, 2.2764, 3.9497], [-2.4163, 1.9546, 4.5850], [-3.1389, 0.8417, 4.1734], [-2.6816, 0.1312, 3.0901], [-1.5382, 0.4353, 2.4463], [1.4566, -1.7855, 1.3424], [2.2923, -2.9076, 1.4233], [1.7538, -4.1674, 1.4357], [0.3480, -4.3185, 1.3915], [-0.4275, -3.2033, 1.2737], [0.0808, -1.9382, 1.1959], [3.9845, -0.3804, 2.0951], [1.7561, 2.9205, 3.5243], [-0.6339, 3.1192, 4.2764], [-2.7604, 2.5507, 5.4204], [-4.0523, 0.5450, 4.6707], [-3.2339, -0.7213, 2.7175], [3.3613, -2.7609, 1.5254], [2.3923, -5.0368, 1.5327], [-0.1093, -5.2946, 1.5089], [-1.5105, -3.2713, 1.2849], [-0.7758, -4.5384, -1.8436], [-0.6474, -3.0812, -2.2282], [0.8069, -2.6906, -2.0972], [0.9989, -1.2014, -2.3874], [0.4935, -0.3230, -1.2667], [0.4279, -0.8877, -3.7812], [-1.0045, -1.3773, -4.0328], [-1.9785, -0.6006, -3.2576], [-1.1316, -2.8592, -3.6535], [-0.4522, -4.6686, -0.8814], [-0.1927, -5.1141, -2.4512], [-1.7317, -4.8781, -1.9280], [-1.2504, -2.5116, -1.5320], [1.3838, -3.2548, -2.8394], [1.2075, -2.9246, -1.1062], [2.0730, -1.0344, -2.4268], [0.0632, 0.4916, -1.6901], [1.3277, 0.0206, -0.8019], [1.0694, -1.3773, -4.5176], [0.5013, 0.1875, -3.9739], [-1.1972, -1.3026, -5.1047], [-2.9159, -0.8868, -3.5231], [-1.9135, 0.3772, -3.5258], [-0.5108, -3.4442, -4.3413], [-2.1708, -3.1830, -3.7806], [-7.1435, 3.9254, 2.9880], [-5.9871, 4.7346, 2.4124], [-4.8335, 3.7402, 1.4934], [-3.6052, 4.4815, 1.3403], [-4.7574, 2.4044, 2.0490], [-5.6138, 3.5340, -0.1176], [-4.6303, 3.3226, -1.2849], [-3.3011, 2.7503, -0.9517], [-3.0742, 1.4893, -0.5501], [-1.7850, 1.3092, -0.2490], [-1.1673, 2.5283, -0.4454], [-2.0863, 3.4110, -0.8728], [-1.8263, 4.8133, -1.1463], [-0.7071, 5.1828, -0.8958], [-2.7202, 5.4982, -1.5987], [-4.1257, 0.4428, -0.4307], [-7.7727, 4.5801, 3.5887], [-6.7731, 3.1255, 3.6261], [-7.7656, 3.4867, 2.2066], [-5.3660, 5.1990, 3.1812], [-6.3112, 5.5150, 1.7202], [-6.2033, 4.4310, -0.3073], [-6.2765, 2.6795, 0.0169], [-4.4340, 4.2672, -1.7552], [-5.0848, 2.6535, -2.0090], [-0.1246, 2.7182, -0.2462], [-4.7487, 0.3849, -1.3253], [-4.7654, 0.6572, 0.4278], [-3.6494, -0.5204, -0.2741]],
  "forces_ev_per_angstrom": [[-2.0, -0.9, -1.9], [0.2, -0.5, -0.3], [-0.2, -0.1, -0.1], [-0.4, 0.4, 0.3], [0.4, 0.1, 0.2], [0.0, -0.1, -0.1], [0.0, 0.2, 0.1], [1.2, 0.2, 1.3], [0.3, 0.0, -0.1], [-0.1, 0.0, 0.0], [-0.1, -0.3, 0.1], [0.1, 0.3, 0.0], [0.0, 0.0, 0.1], [0.0, 0.0, 0.0], [0.2, 0.2, -0.1], [-0.6, 0.7, 1.4], [-0.2, 0.1, 0.1], [0.2, 0.1, -0.1], [0.0, -0.1, 0.0], [0.1, -0.2, 0.0], [0.1, 0.3, 0.0], [1.3, -2.1, 0.5], [0.0, 0.1, 0.0], [0.1, -0.1, 0.0], [0.0, -0.1, 0.0], [0.0, 0.0, 0.0], [0.1, 0.0, 0.0], [-0.1, 0.0, -0.1], [-0.1, 0.0, 0.0], [0.0, 0.1, 0.0], [0.0, 0.1, 0.0], [-0.1, 0.0, -0.1], [0.0, 0.2, -0.2], [0.2, 0.1, -0.3], [0.1, 0.1, 0.3], [-0.1, -0.1, 0.0], [0.0, -0.2, -0.7], [-0.2, 0.2, 0.3], [0.2, -0.1, 0.1], [0.0, 0.0, 0.1], [-0.1, 0.0, 0.0], [0.0, 0.0, 0.3], [0.1, -0.1, -0.1], [-0.2, 0.0, 0.0], [-0.2, 0.0, 0.2], [0.1, 0.0, 0.1], [-0.1, -0.1, 0.0], [0.1, 0.0, -0.1], [0.0, 0.1, -0.2], [0.1, 0.1, 0.0], [0.1, 0.1, 0.1], [0.0, -0.1, -0.1], [0.0, 0.0, -0.1], [0.0, 0.0, 0.0], [0.0, 0.0, 0.0], [-0.1, 0.0, 0.0], [0.1, 0.0, 0.0], [0.0, 0.1, 0.0], [-0.1, -0.2, 0.0], [0.2, 0.0, -0.1], [-0.1, 0.0, -0.1], [0.0, 0.0, 0.1], [0.2, -0.1, 0.2], [0.2, -0.2, 0.2], [-0.3, 0.3, 0.2], [0.2, -0.1, 0.0], [-0.8, 1.2, -0.7], [0.2, -0.2, 0.1], [-0.2, 0.2, -0.1], [-0.2, 0.1, 0.0], [0.1, -0.1, 0.0], [-0.1, -0.2, 0.0], [0.0, 0.3, 0.0], [0.0, 0.0, 0.0], [0.0, 0.0, 0.0], [0.0, 0.0, 0.0], [0.0, 0.0, 0.0], [0.1, 0.0, 0.1], [0.0, -0.1, -0.1], [-0.1, 0.1, -0.1], [0.1, 0.2, -0.2], [-0.1, 0.0, -0.1], [0.0, 0.0, 0.0], [0.1, 0.0, 0.0], [0.0, 0.0, 0.0], [0.0, -0.2, -0.1]],
  "relative_energy_kcal_mol": 75.5,
  "energy_ha": -3357.89266,
  "spin_multiplicity": 3,
  "s2": 2.03,
  "charge": 2,
  "lumo_energy_ev": [-5.9, -6.5],
  "homo_ev": [-11.56, -11.57]
}

2.
{
  "formula": "C4H27NO13",
  "method": "ωB97M-V/def2-TZVPD",
  "elements": ["O", "C", "N", "C", "C", "O", "C", "O", "H", "H", "H", "H", "H", "H", "H", "H", "H", "O", "H", "H", "O", "H", "H", "O", "H", "H", "O", "H", "H", "O", "H", "H", "O", "H", "H", "O", "H", "H", "O", "H", "H", "O", "H", "H", "O"],
  "coordinates": [[1.8662, -2.5417, -0.4822], [1.1086, -1.7432, -1.0230], [0.8098, -0.5654, -0.4492], [0.8831, -0.6124, 1.0542], [-0.1197, -1.7313, 1.5516], [0.3126, -2.1447, 2.8090], [0.4104, 0.7450, 1.5837], [0.1707, 1.6851, 0.8660], [0.6717, -1.9546, -2.0059], [0.2657, 0.1562, -0.9025], [1.9053, -0.5347, 1.4384], [-0.1050, -2.6094, 0.8696], [-1.1686, -1.4063, 1.4788], [1.1946, -2.5624, 2.7419], [0.1920, 0.7949, 2.6671], [-3.5752, -1.8290, -2.4537], [-2.0978, -1.6155, -1.7710], [-2.9673, -2.0208, -1.7351], [2.7800, -2.7351, 1.1562], [3.6415, -2.0566, 2.3171], [2.9871, -2.7398, 2.1097], [-3.6969, -0.3781, -0.0150], [-4.4285, -1.8674, 0.2187], [-4.5000, -0.9192, 0.0621], [3.3215, 2.1799, -2.0740], [2.2883, 1.1065, -1.8284], [2.6849, 1.8918, -1.4064], [2.4573, 1.8732, 1.0884], [3.6505, 1.3613, 1.7335], [3.0657, 2.1233, 1.7965], [-2.5642, 1.0202, 0.5585], [-3.5476, 1.8414, -0.3696], [-2.7540, 1.3035, -0.3503], [-1.3386, 1.6269, -1.9062], [-0.0827, 2.4936, -2.0768], [-0.4538, 1.5892, -2.3232], [-3.7826, 0.0153, 2.4888], [-2.4240, -0.4044, 2.8948], [-2.8661, 0.3243, 2.4322], [0.5456, 0.5675, -2.8526], [1.3031, -0.1733, -3.9133], [1.4156, 0.0544, -2.9818], [1.4249, 3.2375, -1.4736], [0.5482, 3.4883, -0.2867], [0.5678, 3.6660, -1.2365]],
  "forces_ev_per_angstrom": [[-0.3, -0.3, -0.2], [0.9, -0.2, -0.3], [0.0, -0.5, 2.1], [-1.8, 1.9, -1.6], [2.0, -0.7, -0.7], [-0.9, 0.0, 1.1], [-1.1, -0.5, -0.3], [0.2, 0.1, 0.1], [0.1, 0.1, 0.1], [-0.1, 0.1, 0.1], [0.0, -1.4, -0.1], [0.3, 0.7, 0.1], [0.4, 0.4, 0.7], [-0.2, 0.3, -0.3], [0.3, -0.1, 0.0], [0.7, 0.5, -0.1], [-0.4, 0.3, -0.8], [0.2, -1.1, 0.6], [0.2, 0.3, 0.0], [-0.3, -0.3, -0.4], [0.1, -0.1, 0.4], [-0.1, -1.2, -0.2], [1.0, 0.6, -0.3], [-1.5, 0.8, 0.8], [0.1, 0.0, 0.2], [0.0, 0.0, -0.1], [0.2, 0.1, -0.2], [-0.1, 0.7, -0.2], [0.5, 0.2, 0.3], [-0.2, -0.8, -0.2], [-0.2, 0.5, 0.2], [-0.1, 0.0, 0.4], [0.5, -0.4, -0.5], [0.4, -0.4, -0.1], [-0.3, -0.7, 0.2], [-1.2, 0.8, 0.3], [-0.1, 0.3, -0.4], [0.3, 0.3, -0.1], [-0.1, -0.6, 0.4], [1.0, -0.3, 0.2], [0.6, -0.1, 0.0], [-1.2, 0.3, -1.1], [-0.2, 0.3, 0.3], [-0.4, 0.0, 0.0], [0.9, 0.3, -0.1]],
  "relative_energy_kcal_mol": 66.5,
  "energy_ha": -1201.46572,
  "smiles": "O=CN[C@@H](C=O)CO.O.O.O.O.O.O.O.O.O.O",
  "lumo_energy_ev": 0.2,
  "homo_ev": -10.07
}

3.
{
  "formula": "CH5N2Si",
  "method": "ωB97M-V/def2-TZVPD",
  "elements": ["C", "N", "N", "Si", "H", "H", "H", "H", "H"],
  "coordinates": [[1.1375, -0.8559, 0.0750], [-2.0566, -0.9490, -0.2440], [-1.5035, 0.0118, -0.2938], [-0.3217, 1.1978, 0.1261], [0.4696, -1.6112, -0.2421], [2.0351, -0.4459, -0.4987], [1.5021, -0.9469, 1.0925], [0.0772, 1.9473, -1.0698], [-1.3397, 1.6518, 1.0547]],
  "forces_ev_per_angstrom": [[1.4, 4.1, 0.9], [0.6, 2.1, -0.4], [-3.2, -4.8, -1.2], [3.7, -0.7, 0.2], [-0.4, -0.5, -0.7], [-1.7, -0.9, 0.1], [-0.4, -0.2, 0.2], [-0.4, 0.2, 0.1], [0.4, 0.8, 0.7]],
  "relative_energy_kcal_mol": 55.0,
  "energy_ha": -439.72517,
  "charge": 1,
  "lumo_energy_ev": -6.1,
  "homo_ev": -15.21
}

4.
{
  "formula": "C4H4NO",
  "method": "ωB97M-V/def2-TZVPD",
  "elements": ["C", "C", "C", "C", "N", "O", "H", "H", "H", "H"],
  "coordinates": [[0.2094, -1.0290, 0.0532], [-0.9587, -1.6940, 0.0308], [0.1456, 0.4900, 0.0038], [1.2116, 1.3063, -0.0096], [-2.1028, 0.1940, -0.0816], [-1.1450, 0.9435, -0.0321], [1.2055, -1.3537, -0.0254], [-1.7976, -2.2646, -0.2773], [1.1075, 2.4538, 0.0828], [2.1245, 0.9537, 0.2555]],
  "forces_ev_per_angstrom": [[-3.9, 0.3, -0.5], [1.4, 5.0, -0.5], [2.5, -1.9, 0.3], [-4.0, 3.0, 0.9], [2.0, -2.4, 0.4], [-1.6, 1.4, -0.5], [1.0, -1.0, 0.2], [-0.1, -1.1, 0.2], [-0.1, -2.0, -0.6], [2.7, -1.3, 0.1]],
  "relative_energy_kcal_mol": 116.8,
  "energy_ha": -284.26986,
  "charge": 1,
  "lumo_energy_ev": [-7.0, -7.0],
  "homo_ev": [-15.66, -15.66]
}

Which formula does entry 1 have?
C30H39N9O6STi